# 1
DFT (ωB97M-V with the def2-TZVPD basis set) results for a 4-piece molecular cluster, C24H58N2 overall in a non-equilibrium geometry.

XYZ file:
```
84
Properties=species:S:1:pos:R:3:forces:R:3
C -0.377452 2.029607 4.523929 -0.3 1.3 -5.3
C -1.709452 1.271607 4.121929 4.4 2.4 -4.4
N -2.256452 1.798607 2.828929 3.7 -1.5 2.9
C -1.624452 1.238607 1.622929 -8.5 -1.7 1.1
C -2.312452 -0.195393 1.352929 -1.8 6.1 -1.0
C -3.624452 1.966607 2.843929 -0.5 -0.6 7.4
C -3.933452 3.254607 3.557929 -2.6 0.9 -0.1
H 0.442548 1.571607 3.857929 -0.9 1.2 0.6
H -0.033452 1.819607 5.453929 0.6 -0.5 3.2
H -0.500452 3.211607 4.324929 0.4 -2.9 0.5
H -2.241452 1.495607 4.897929 -4.3 0.9 4.1
H -1.478452 0.257607 4.077929 0.1 -2.1 -0.1
H -0.712452 1.066607 1.829929 6.9 -0.5 1.0
H -1.875452 2.015607 0.948929 0.5 0.1 -1.7
H -2.458452 -0.804393 2.121929 -0.5 -1.8 4.3
H -1.858452 -0.809393 0.748929 3.1 -2.8 -4.0
H -3.305452 -0.067393 0.922929 -0.1 0.3 -0.1
H -4.314452 1.201607 3.365929 1.1 0.2 -1.2
H -3.784452 2.105607 1.921929 -2.7 0.8 -7.1
H -3.443452 4.060607 3.067929 0.8 0.8 -0.3
H -3.845452 3.376607 4.637929 0.5 -0.6 0.0
H -5.012452 3.458607 3.379929 0.3 0.0 0.2
C 0.305548 3.832607 -2.546071 -1.5 0.8 2.4
C 0.781548 2.400607 -2.302071 -1.3 -0.5 -1.0
N 0.361548 1.498607 -3.480071 4.4 7.6 -2.5
C 1.364548 1.631607 -4.597071 -1.3 3.0 0.8
C 2.561548 0.856607 -4.397071 3.1 3.7 1.8
C -0.025452 0.285607 -3.144071 -4.9 -5.6 1.7
C -1.547452 0.440607 -2.742071 -0.1 -3.8 1.1
H 0.742548 4.255607 -3.417071 -0.3 0.0 -1.3
H 0.689548 4.642607 -1.776071 -0.9 -2.0 -0.8
H -0.880452 3.766607 -2.508071 2.6 0.7 -0.5
H 0.222548 1.999607 -1.471071 0.0 -0.1 0.5
H 1.836548 2.377607 -2.036071 0.3 -0.3 -0.3
H 1.760548 2.707607 -4.875071 -1.3 -1.4 1.4
H 0.818548 1.472607 -5.468071 -0.9 -1.1 -1.8
H 2.418548 -0.135393 -4.299071 -0.4 -3.4 0.7
H 3.089548 1.379607 -3.445071 -0.8 -1.8 -2.0
H 3.194548 1.059607 -5.241071 0.7 -0.2 -0.3
H 0.490548 -0.036393 -2.236071 0.3 -1.0 0.0
H -0.246452 -0.655393 -3.894071 1.8 2.6 1.1
H -1.829452 -0.566393 -2.152071 0.0 1.8 -1.7
H -2.167452 0.688607 -3.600071 0.0 -0.6 -0.3
H -1.852452 1.154607 -2.039071 0.4 1.6 1.3
C 2.955548 -1.691393 -0.915071 0.3 1.2 -0.9
C 2.534548 -0.768393 0.294929 0.4 3.5 -5.6
C 3.485548 0.422607 0.298929 0.3 -0.1 1.6
C 3.214548 1.430607 1.401929 -2.4 -0.2 -1.5
C 4.212548 2.463607 1.443929 1.4 3.7 2.2
C 3.946548 3.568607 2.651929 -5.0 -0.9 -3.6
H 3.987548 -2.073393 -0.825071 -0.3 0.1 0.8
H 3.119548 -1.165393 -1.957071 -1.2 -0.6 2.0
H 2.332548 -2.563393 -1.003071 -0.4 -0.3 -0.4
H 2.630548 -1.148393 1.167929 1.0 -3.7 5.7
H 1.543548 -0.254393 0.453929 0.2 -1.0 -1.5
H 3.393548 0.891607 -0.633071 -0.1 1.0 -1.5
H 4.553548 0.203607 0.406929 -0.1 -0.7 -0.2
H 2.995548 1.049607 2.367929 0.6 -1.1 1.1
H 2.268548 1.925607 1.260929 -0.9 0.3 -0.8
H 4.473548 3.009607 0.494929 -0.8 -0.5 0.7
H 5.120548 1.981607 1.707929 1.3 -0.3 0.4
H 4.732548 4.177607 2.715929 3.3 2.3 0.5
H 3.600548 3.243607 3.602929 0.3 -1.1 0.8
H 3.013548 4.308607 2.404929 2.1 -1.7 -0.1
C -2.714452 -5.344393 2.204929 -3.9 0.8 -3.4
C -2.024452 -4.282393 1.297929 1.0 -2.3 1.3
C -1.591452 -4.957393 0.007929 2.1 -0.6 0.3
C -1.050452 -3.952393 -0.978071 -1.6 3.2 -1.5
C -0.819452 -4.492393 -2.329071 -2.3 -0.4 -1.8
C -0.561452 -3.583393 -3.502071 0.3 0.1 -0.9
H -3.041452 -5.258393 3.199929 -0.5 1.7 1.3
H -2.278452 -6.259393 2.308929 2.5 -2.4 -0.5
H -3.669452 -5.709393 1.598929 1.4 0.9 1.3
H -1.147452 -3.936393 1.868929 -0.2 0.4 -0.6
H -2.587452 -3.478393 0.897929 -1.1 1.0 0.8
H -2.385452 -5.499393 -0.502071 -0.4 0.2 0.2
H -0.830452 -5.751393 0.192929 -0.3 0.4 0.1
H -0.269452 -3.171393 -0.806071 0.0 -1.1 1.0
H -1.904452 -3.254393 -1.234071 0.3 -0.3 0.8
H -1.707452 -5.013393 -2.648071 -0.5 -0.9 0.3
H -0.046452 -5.140393 -2.320071 2.6 -2.6 0.1
H -0.156452 -4.125393 -4.436071 -1.3 0.4 1.3
H 0.394548 -3.164393 -3.155071 -0.6 1.8 -0.6
H -1.552452 -3.019393 -3.755071 2.4 -0.1 0.4
```
Positions in Å, forces in eV/Å.

Properties
Kohn-Sham gap, Ha: 0.320
HOMO, Ha: -0.2896
2S+1: 1
Relative energy (zero: lowest compared OMol25 entry of this formula, charge and spin), kcal per mole: 33.37
Total charge: 0
SMILES: CCN(CC)CC.CCN(CC)CC.CCCCCC.CCCCCC

***

# 2
DFT (ωB97M-V with the def2-TZVPD basis set) results for a 6-piece molecular cluster, C24H58N4O13 overall in a non-equilibrium geometry.

XYZ file:
```
99
Properties=species:S:1:pos:R:3:forces:R:3
O -28.813459 -25.472146 -5.396620 0.3 -0.4 -0.5
C -29.705462 -25.240232 -4.380505 -1.6 0.5 2.6
O -30.023976 -26.204216 -3.630001 0.6 0.0 -1.0
O -30.134043 -24.060448 -4.201324 0.9 -0.3 -1.2
H -28.616841 -26.439342 -5.396873 -0.2 0.5 0.2
O -27.124771 -28.954414 -7.477610 0.9 1.0 1.3
C -27.620644 -29.289085 -6.209027 -4.0 -1.1 3.0
O -27.968733 -30.462178 -5.932793 1.8 -0.2 -1.6
O -27.942987 -28.326188 -5.457890 1.8 0.4 -1.5
H -27.100701 -28.003335 -7.225533 0.2 0.0 -1.0
C -29.124778 -34.114167 -7.943861 0.1 0.2 0.6
O -28.676723 -33.333273 -9.019663 0.2 -1.0 -0.9
C -27.713881 -32.345206 -8.621106 -1.5 0.2 -0.1
C -27.159222 -31.658790 -9.851812 -0.6 1.2 -0.4
N -26.180286 -30.596058 -9.588408 0.8 -0.6 -0.4
C -24.940491 -31.123640 -9.031795 -0.2 -0.6 0.9
C -24.095044 -32.012322 -9.933608 -0.3 1.2 0.2
O -23.327494 -31.162899 -10.791549 0.8 -0.6 0.4
C -22.258582 -31.878465 -11.378380 -0.9 0.5 -1.2
H -28.329148 -34.752482 -7.540733 0.2 0.2 0.1
H -29.922508 -34.811871 -8.201617 -0.1 0.3 -0.6
H -29.502105 -33.459669 -7.152278 0.1 -0.1 0.2
H -26.966704 -32.772251 -7.949973 0.0 0.0 0.1
H -28.358307 -31.614155 -8.125412 0.9 0.2 0.8
H -27.983583 -31.093294 -10.296077 -0.3 -0.3 0.0
H -26.865761 -32.335088 -10.658978 0.4 -0.2 0.3
H -26.566301 -29.934109 -8.912633 0.1 -0.3 -0.1
H -25.156629 -31.718829 -8.131616 0.0 -0.2 0.0
H -24.275445 -30.358390 -8.626116 -0.2 0.4 -0.4
H -24.709692 -32.683423 -10.540680 0.1 -0.2 0.0
H -23.449914 -32.577447 -9.253553 0.2 -0.2 -0.2
H -21.797920 -31.222739 -12.120134 0.1 0.2 0.2
H -22.706287 -32.676171 -11.984151 0.4 -0.5 0.2
H -21.482548 -32.245484 -10.703383 -0.2 -0.1 0.3
C -23.753601 -35.726637 -8.732670 -0.2 0.0 0.0
O -23.025947 -34.970874 -7.787654 0.2 -0.9 0.0
C -21.671780 -34.803098 -8.194775 -0.7 1.7 -0.2
C -21.117206 -33.647039 -7.341762 -0.1 -1.3 0.1
N -21.259401 -33.996177 -5.906880 -0.2 1.0 -1.2
C -21.083321 -32.787935 -5.082198 -0.8 -1.1 0.7
C -22.038894 -31.610926 -5.206975 0.7 1.1 -0.9
O -23.381245 -31.960756 -5.310930 0.3 0.1 0.1
C -24.272673 -30.839931 -5.110449 0.4 -1.0 -0.3
H -24.725335 -35.991559 -8.320205 0.0 0.2 0.2
H -23.261587 -36.665920 -9.007130 0.2 0.0 0.1
H -23.908263 -35.151446 -9.650941 0.0 0.1 -0.1
H -21.749143 -34.418038 -9.220197 0.5 -0.2 -0.2
H -21.077050 -35.718597 -8.186855 -0.1 -0.1 0.3
H -21.674174 -32.751393 -7.628621 -0.1 0.1 0.1
H -20.068647 -33.490891 -7.605605 0.1 0.0 0.1
H -22.225364 -34.310315 -5.854130 0.0 0.1 0.4
H -20.064506 -32.445259 -5.263631 0.1 0.2 0.4
H -21.247302 -33.115162 -4.050452 0.7 -0.2 0.1
H -21.725147 -30.981993 -6.058937 -0.3 0.0 -0.2
H -21.840363 -30.946968 -4.352529 -0.1 -0.2 0.3
H -25.189629 -31.207871 -5.563294 -0.4 0.6 0.4
H -23.929399 -29.934583 -5.616160 0.1 -0.1 -0.2
H -24.329940 -30.635421 -4.040943 -0.4 0.0 0.0
C -32.807696 -31.196356 -1.031592 0.4 0.1 -0.3
O -31.510226 -31.282939 -1.565575 0.5 -0.1 0.4
C -30.755084 -32.358687 -1.014554 -1.2 0.2 -1.2
C -29.614173 -32.720876 -1.942082 1.2 -0.5 0.7
N -28.633464 -31.665779 -2.195487 -1.8 -0.3 0.0
C -28.140970 -31.010958 -0.991580 1.1 -1.0 -1.0
C -27.120637 -29.950577 -1.379825 0.2 0.4 0.1
O -27.606429 -29.091067 -2.365198 -0.3 -0.2 0.0
C -26.640982 -28.128991 -2.705265 -0.1 0.6 1.0
H -33.469359 -31.897667 -1.555543 -0.2 0.1 0.1
H -33.110158 -30.163035 -1.196687 -0.3 -0.1 0.1
H -32.835317 -31.431037 0.039756 0.0 0.1 0.1
H -31.443506 -33.214151 -0.978714 0.2 -0.3 0.2
H -30.472136 -32.118599 0.013572 0.3 0.0 0.0
H -29.906321 -33.211472 -2.872701 -0.6 0.8 -0.2
H -29.123736 -33.597771 -1.466421 0.1 0.0 0.6
H -27.915292 -32.120340 -2.741776 0.4 0.7 0.0
H -27.622597 -31.817054 -0.441858 0.2 0.4 0.8
H -28.916064 -30.601317 -0.349057 -0.3 0.1 -0.4
H -26.178514 -30.409080 -1.719974 0.0 -0.3 -0.1
H -26.827789 -29.376497 -0.486555 -0.1 0.0 0.2
H -26.365725 -27.597085 -1.777136 0.4 -0.1 0.1
H -27.034573 -27.328773 -3.325450 -0.4 -0.6 -0.5
H -25.757075 -28.613287 -3.136534 0.1 0.1 -0.2
C -28.518041 -26.758789 -10.391605 0.0 0.3 -0.1
C -29.467589 -27.971641 -10.420829 1.4 0.6 0.4
C -29.159641 -28.858421 -11.645067 -1.3 0.5 0.6
O -29.672168 -28.169638 -12.771475 0.4 0.3 -0.9
C -29.512696 -28.845992 -14.008365 -0.2 0.8 0.5
N -29.321218 -28.674685 -9.137723 -0.3 -0.7 -1.2
H -28.650775 -26.230689 -9.446936 0.0 0.0 0.0
H -28.656799 -26.036486 -11.200085 -0.5 -0.2 -0.1
H -27.460405 -27.022076 -10.492635 0.0 -0.4 0.3
H -30.482785 -27.573804 -10.414049 -0.2 -0.2 -0.5
H -29.728200 -29.792833 -11.540683 0.2 -0.2 0.0
H -28.085151 -29.060313 -11.694364 0.1 0.0 -0.2
H -29.922912 -28.218010 -14.801085 -0.4 0.1 0.2
H -30.077386 -29.777526 -13.953652 0.4 -0.4 -0.3
H -28.460500 -28.931862 -14.292026 0.1 -0.6 0.3
H -29.833163 -29.544808 -9.286403 -0.1 0.0 0.6
H -28.360348 -28.984423 -9.000929 -0.2 0.4 0.2
```
Positions in Å, forces in eV/Å.

Properties
Kohn-Sham gap, Ha: 0.159
HOMO, Ha: -0.0280
2S+1: 1
Total charge: -2

***

- Which formula does entry 1 have?
  C24H58N2

***

- What is the formula in the first record?
  C24H58N2

***

- total charge of number 2 (C24H58N4O13)?
  -2

***

- The lowest Kohn-Sham gap belongs to which entry?
  C24H58N4O13